Arrangement A

A cluster of 2 separate species, CH4N2O3 in total. Source: OMol25; level of theory: the ωB97M-V functional and the def2-TZVPD basis.

## Properties
HOMO-LUMO gap (spin up / spin down) in eV: 8.1 / 8.1
HOMO (spin up / spin down) in eV: -8.697 / -8.690
LUMO energy (spin up / spin down) in hartree: -0.020 / -0.020

The geometry in ORCA input format:
```
! wB97M-V def2-TZVPD RIJCOSX def2/J DEFGRID3
* xyz 0 1
C -0.0035 0.1780 0.2473
N 1.3132 0.1635 0.4313
N -0.5599 -0.2230 -1.0910
O 0.2339 -0.8578 -1.8330
O -1.6840 0.0896 -1.3884
O -0.5895 1.0703 0.9389
H -0.6861 -1.6043 0.4697
H 1.8170 -0.6664 0.1688
H 1.6021 0.3652 1.3957
H -1.4432 1.4849 0.6607
*
```


Arrangement B

The molecule CH4N2O3. Source: OMol25; level of theory: the ωB97M-V functional and the def2-TZVPD basis.

## Properties
HOMO-LUMO gap in eV: 10.4
SMILES string: NC(=O)N(O)O
HOMO in eV: -9.639
LUMO energy in hartree: 0.029

The geometry in ORCA input format:
```
! wB97M-V def2-TZVPD RIJCOSX def2/J DEFGRID3
* xyz 0 1
N -0.8176 1.4189 -0.0783
C 0.2961 0.6899 0.1005
O 1.4457 1.0625 0.0182
N 0.0007 -0.6489 0.4950
O -0.8916 -1.2656 -0.4025
O 1.1570 -1.4875 0.3532
H -0.7298 2.4117 -0.2029
H -1.7080 0.9570 -0.1492
H -0.6119 -2.2261 -0.1138
H 1.8594 -0.9120 -0.0202
*
```


Arrangement C

A cluster of 2 separate species, CH4N2O3 in total. Source: OMol25; level of theory: the ωB97M-V functional and the def2-TZVPD basis.

## Properties
HOMO-LUMO gap (spin up / spin down) in eV: 6.5 / 10.0
HOMO (spin up / spin down) in eV: -7.788 / -10.767
LUMO energy (spin up / spin down) in hartree: -0.046 / -0.027

The geometry in ORCA input format:
```
! wB97M-V def2-TZVPD RIJCOSX def2/J DEFGRID3
* xyz 0 1
C -0.4372 0.2401 -0.2786
N 0.3721 -0.6936 -0.7991
N -1.7816 -0.1212 -0.0065
O -2.0840 -1.3048 -0.0420
O -2.5376 0.8349 0.1934
O -0.1967 1.5239 -0.3944
H 0.2434 -0.0802 2.0082
H 0.0952 -1.6493 -0.6094
H 1.3606 -0.4921 -0.8426
H -1.0380 1.9862 -0.1461
*
```


Arrangement D

A cluster of 2 separate species, CH4N2O3 in total. Source: OMol25; level of theory: the ωB97M-V functional and the def2-TZVPD basis.

## Properties
HOMO-LUMO gap in eV: 10.6
SMILES string: NC=O.O=NO
HOMO in eV: -9.931
LUMO energy in hartree: 0.024

The geometry in ORCA input format:
```
! wB97M-V def2-TZVPD RIJCOSX def2/J DEFGRID3
* xyz 0 1
N 0.6030 0.3070 -0.5935
C -0.2942 0.9052 0.1306
O -1.0157 0.3893 0.9264
H 1.4873 0.7363 -1.0420
H 0.6162 -0.6730 -0.5823
H -0.2990 2.0847 0.1274
O -0.1342 -3.5862 0.4744
N -0.2490 -2.4093 0.6964
O -0.8270 -2.0602 1.8599
H -1.0022 -1.0750 1.6978
*
```


Order from most stable to least stable according to the calculation: arrangement D, arrangement B, arrangement A, arrangement C


Arrangement A

A structure of composition C3H7N4. Source: OMol25; level of theory: the ωB97M-V functional and the def2-TZVPD basis.

## Properties
HOMO-LUMO gap in eV: 8.0
HOMO in eV: -13.358
LUMO energy in hartree: -0.199

The geometry in ORCA input format:
```
! wB97M-V def2-TZVPD RIJCOSX def2/J DEFGRID3
* xyz 1 1
C 1.8499 -1.4387 0.9975
C 2.2842 -0.2642 0.6855
C -2.3568 0.3451 -0.0695
N 1.6649 -2.5648 1.3131
N 2.1584 0.7555 -0.0074
N -0.2141 0.8058 -0.7448
N -1.1234 1.2205 -0.0189
H -2.1462 -0.6126 -0.6108
H -2.7061 0.3266 0.9386
H -3.1621 0.8860 -0.6296
H 0.9409 1.0761 -0.3520
H -0.2799 -0.1463 -1.2908
H 2.9160 1.3893 0.0738
H 2.1652 -3.1693 1.7998
*
```


Arrangement B

A cluster of 2 separate species, C3H7N4 in total. Source: OMol25; level of theory: the ωB97M-V functional and the def2-TZVPD basis.

## Properties
HOMO-LUMO gap in eV: 8.3
HOMO in eV: -13.097
LUMO energy in hartree: -0.176

The geometry in ORCA input format:
```
! wB97M-V def2-TZVPD RIJCOSX def2/J DEFGRID3
* xyz 1 1
C -1.1216 -1.2234 0.0385
C -1.1077 1.1045 -0.1227
C 0.9715 -0.2530 0.2989
N 0.1440 -1.3499 0.2169
N -1.8106 -0.0240 -0.1288
N 0.1836 1.0561 0.2645
N 1.9443 -0.1012 -0.6272
H -1.8489 -2.0350 -0.1172
H -1.6156 1.9776 -0.3461
H 1.2981 -0.6462 1.9717
H -2.7308 0.0160 -0.3989
H 0.5745 2.0031 0.3022
H 2.3509 -0.9917 -0.7727
H 2.7683 0.4671 -0.5790
*
```


Order from most stable to least stable according to the calculation: arrangement B, arrangement A


Arrangement A

The ion C3H7N4 with charge +1. Source: OMol25; level of theory: the ωB97M-V functional and the def2-TZVPD basis.

## Properties
HOMO-LUMO gap in eV: 7.3
SMILES string: N=[N+]=C/C=N/CN
HOMO in eV: -13.821
LUMO energy in hartree: -0.240

The geometry in ORCA input format:
```
! wB97M-V def2-TZVPD RIJCOSX def2/J DEFGRID3
* xyz 1 1
N 2.0376 -0.8758 -0.6356
N 2.2010 0.2964 -0.3867
C 1.7977 1.2539 0.2830
C 0.3507 1.0318 0.6980
N -0.2204 -0.0284 0.3745
C -1.5379 -0.5891 0.6040
N -2.0693 -0.8338 -0.7263
H 2.1664 -1.1175 -1.6218
H 2.5576 1.9235 0.7631
H -0.2017 2.0852 0.7728
H -2.1794 -0.0282 1.3652
H -1.2632 -1.6100 0.9540
H -2.0963 0.0211 -1.2528
H -1.5427 -1.5290 -1.1913
*
```


Arrangement B

The ion C3H7N4 with charge +1. Source: OMol25; level of theory: the ωB97M-V functional and the def2-TZVPD basis.

## Properties
HOMO-LUMO gap in eV: 9.9
SMILES string: N[N@@H+]1CC=NC=N1
HOMO in eV: -15.170
LUMO energy in hartree: -0.195

The geometry in ORCA input format:
```
! wB97M-V def2-TZVPD RIJCOSX def2/J DEFGRID3
* xyz 1 1
N -1.8141 0.2002 -0.9058
N -0.6563 0.0855 0.0929
C 0.4905 0.8570 -0.4810
C 1.5959 0.5766 0.5548
N 1.7450 -0.6327 0.8709
C 0.7966 -1.5235 0.5690
N -0.4256 -1.2667 0.3899
H -2.6493 0.7251 -0.3738
H -2.1206 -0.8454 -1.0679
H -1.0454 0.5676 0.8921
H 0.0413 1.8593 -0.6176
H 0.8554 0.4656 -1.4910
H 2.2491 1.4338 0.8257
H 0.9372 -2.5024 0.7419
*
```


Arrangement C

The ion C3H7N4 with charge +1. Source: OMol25; level of theory: the ωB97M-V functional and the def2-TZVPD basis.

## Properties
HOMO-LUMO gap (spin up / spin down) in eV: 6.7 / 6.7
SMILES string: N=[N+]=C/C=N/CN
HOMO (spin up / spin down) in eV: -13.249 / -13.249
LUMO energy (spin up / spin down) in hartree: -0.242 / -0.242

The geometry in ORCA input format:
```
! wB97M-V def2-TZVPD RIJCOSX def2/J DEFGRID3
* xyz 1 1
N 3.1644 -1.2744 0.4826
N 2.8880 -0.2426 -0.0397
C 2.2772 0.7875 -0.2706
C 0.8486 0.9855 -0.0433
N 0.2146 -0.0287 0.3816
C -1.1759 -0.0157 0.6180
N -1.8993 -0.9332 -0.3049
H 3.5473 -2.1336 -0.0895
H 2.8075 1.6242 -0.6957
H 0.3509 2.0087 -0.1088
H -1.7071 0.9575 0.7226
H -1.3759 -0.5536 1.4942
H -2.5754 -1.4064 0.2386
H -2.3307 -0.4876 -1.0716
*
```


Arrangement D

The ion C3H7N4 with charge +1. Source: OMol25; level of theory: the ωB97M-V functional and the def2-TZVPD basis.

## Properties
HOMO-LUMO gap in eV: 10.9
SMILES string: Nn1cc[n+](N)c1
HOMO in eV: -14.007
LUMO energy in hartree: -0.113

The geometry in ORCA input format:
```
! wB97M-V def2-TZVPD RIJCOSX def2/J DEFGRID3
* xyz 1 1
N 2.3996 -0.6682 -0.0880
N 1.0891 -0.0970 0.0783
C 0.6288 1.1958 0.1388
C -0.6950 1.2015 0.0901
N -1.1146 -0.1344 -0.0365
N -2.4083 -0.5409 -0.1497
C 0.0032 -0.8544 -0.0447
H 3.0465 -0.2040 0.6210
H 2.8979 -0.4847 -0.9837
H 1.2713 1.9879 0.2677
H -1.4282 1.9589 0.0819
H -3.0856 0.0303 0.2389
H -2.5866 -1.5073 -0.0354
H -0.0181 -1.8835 -0.1786
*
```


Order from most stable to least stable according to the calculation: arrangement D, arrangement B, arrangement C, arrangement A


Arrangement A

The ion C3H5O2 with charge +1. Source: OMol25; level of theory: the ωB97M-V functional and the def2-TZVPD basis.

## Properties
HOMO-LUMO gap (spin up / spin down) in eV: 8.0 / 8.0
HOMO (spin up / spin down) in eV: -16.117 / -16.119
LUMO energy (spin up / spin down) in hartree: -0.297 / -0.297

The geometry in ORCA input format:
```
! wB97M-V def2-TZVPD RIJCOSX def2/J DEFGRID3
* xyz 1 1
C 2.1402 0.3675 0.3466
C 0.0030 -0.4316 -0.1822
C -1.4122 -0.2509 -0.0126
O 0.7433 -1.6060 -0.7614
O 0.8592 0.4800 0.3248
H 2.6911 1.1952 0.7831
H 2.4450 -0.6579 -0.1446
H -1.6430 -0.9347 0.7901
H -1.8366 -0.6013 -0.8860
H -1.5232 0.7113 0.4542
*
```


Arrangement B

A cluster of 2 separate species, C3H5O2 in total. Source: OMol25; level of theory: the ωB97M-V functional and the def2-TZVPD basis.

## Properties
HOMO-LUMO gap in eV: 9.5
HOMO in eV: -14.489
LUMO energy in hartree: -0.184

The geometry in ORCA input format:
```
! wB97M-V def2-TZVPD RIJCOSX def2/J DEFGRID3
* xyz 1 1
C 2.3862 -0.9909 0.0644
C -2.2792 0.0166 -0.0192
C -1.2816 0.9066 -0.0259
O -3.1617 -0.6393 0.0451
O 1.2559 -0.6619 -0.1781
H 2.7892 -0.5707 0.9973
H 3.0377 -1.4536 -0.6646
H -1.0410 1.3838 0.9369
H -1.4839 1.6388 -0.7844
H -0.2216 0.3706 -0.3715
*
```


Order from most stable to least stable according to the calculation: arrangement B, arrangement A


Arrangement A

The molecule C2H5OPS. Source: OMol25; level of theory: the ωB97M-V functional and the def2-TZVPD basis.

## Properties
HOMO-LUMO gap in eV: 10.2
SMILES string: CSC(=O)P
HOMO in eV: -9.500
LUMO energy in hartree: 0.026

The geometry in ORCA input format:
```
! wB97M-V def2-TZVPD RIJCOSX def2/J DEFGRID3
* xyz 0 1
C 0.0450 1.6600 0.5790
S 0.6548 0.4524 -0.6634
C 0.2550 -1.0660 0.1103
O -0.3938 -1.1912 1.1286
P 0.8975 -2.5022 -0.8589
H 0.9152 2.2920 0.8515
H -0.0785 0.9594 1.5605
H -0.9298 2.0484 0.2097
H 0.7951 -1.6729 -2.0344
H -0.3730 -3.1153 -0.9208
*
```


Arrangement B

A cluster of 2 separate species, C2H5OPS in total. Source: OMol25; level of theory: the ωB97M-V functional and the def2-TZVPD basis.

## Properties
HOMO-LUMO gap (spin up / spin down) in eV: 7.4 / 7.3
HOMO (spin up / spin down) in eV: -7.772 / -7.665
LUMO energy (spin up / spin down) in hartree: -0.013 / -0.015

The geometry in ORCA input format:
```
! wB97M-V def2-TZVPD RIJCOSX def2/J DEFGRID3
* xyz 0 1
C 0.3050 -0.3814 -1.7680
C 1.7838 -0.5911 -1.7043
O -2.4010 0.2570 2.7546
P -1.1770 1.2477 2.3302
S -0.7662 -0.0052 -0.6313
H 2.2313 0.2602 -1.3875
H 1.9586 -1.3080 -1.0026
H 2.1745 -0.7098 -2.7970
H -2.1855 -0.6657 3.0720
H -1.9235 1.8964 1.1340
*
```


Order from most stable to least stable according to the calculation: arrangement A, arrangement B


Arrangement A

A cluster of 2 separate species, C2H5OPS in total. Source: OMol25; level of theory: the ωB97M-V functional and the def2-TZVPD basis.

## Properties
HOMO-LUMO gap (spin up / spin down) in eV: 6.7 / 6.7
HOMO (spin up / spin down) in eV: -7.610 / -7.592
LUMO energy (spin up / spin down) in hartree: -0.034 / -0.033

The geometry in ORCA input format:
```
! wB97M-V def2-TZVPD RIJCOSX def2/J DEFGRID3
* xyz 0 1
C 0.6604 0.4427 -0.2705
C -0.3092 -0.5843 0.2081
O -0.9796 -1.2417 -0.5368
P -4.5210 1.0699 -0.0551
S -4.0941 -0.8905 0.0895
H 0.2247 1.3063 0.0584
H 1.6832 0.3718 0.2876
H 0.8590 0.2661 -1.2741
H -2.7896 -1.0015 -0.5970
H -0.4232 -0.6629 1.3828
*
```


Arrangement B

A cluster of 2 separate species, C2H5OPS in total. Source: OMol25; level of theory: the ωB97M-V functional and the def2-TZVPD basis.

## Properties
HOMO-LUMO gap in eV: 8.7
SMILES string: C=PC=O.S
HOMO in eV: -9.209
LUMO energy in hartree: -0.017

The geometry in ORCA input format:
```
! wB97M-V def2-TZVPD RIJCOSX def2/J DEFGRID3
* xyz 0 1
C -0.6459 0.2624 -0.9113
P -0.8374 1.6417 0.1068
C -1.5320 0.8030 1.6161
O -1.2585 -0.2977 1.9852
H -0.5543 0.3722 -1.9291
H -0.7864 -0.7600 -0.4389
H -2.4694 1.3831 1.8666
S 2.2614 -0.8040 -1.1919
H 3.2028 -0.4930 -0.3313
H 2.6197 -2.1077 -0.7721
*
```


Order from most stable to least stable according to the calculation: arrangement B, arrangement A